{
  "formula": "C3H8O",
  "method": "the ωB97M-V functional and the def2-TZVPD basis",
  "e_tot_ha": -194.28755,
  "homo_ev": -9.90,
  "orbital_gap_ev": 10.9,
  "fmax_ev_per_a": 0.56,
  "smiles": "[H][H].CCC=O",
  "lumo_energy_ev": 1.0,
  "symbols": ["H", "H", "C", "C", "C", "O", "H", "H", "H", "H", "H", "H"],
  "xyz": [[0.8920, -2.3545, 0.0231], [1.5278, -1.9704, 0.0419], [-1.4374, 0.3528, -0.0198], [0.0077, 0.4093, -0.5194], [1.0723, 0.4840, 0.5474], [2.2214, 0.1474, 0.3867], [-1.5625, 0.9186, 0.9113], [-1.7743, -0.6720, 0.1697], [-2.1144, 0.7877, -0.7607], [0.2413, -0.4010, -1.2165], [0.1767, 1.3462, -1.0674], [0.7495, 0.9518, 1.5036]],
  "forces_ev_per_a": [[0.0, -0.2, 0.0], [-0.1, -0.2, 0.0], [0.0, 0.0, 0.0], [0.0, 0.1, -0.1], [0.3, 0.0, -0.1], [-0.5, 0.2, 0.2], [0.0, 0.0, -0.1], [0.2, 0.1, 0.0], [0.1, -0.1, 0.1], [0.0, 0.2, 0.1], [-0.1, 0.0, -0.1], [0.0, -0.1, 0.0]],
  "lowdin_charge": [0.062, 0.046, -0.108, -0.238, -0.312, -0.001, 0.069, 0.071, 0.071, 0.095, 0.121, 0.124]
}